Model A:
H26O13 | ωB97M-V with the def2-TZVPD basis set

Output
Multiplicity: 1
LUMO energy (eV): -0.61
Frontier orbital gap (eV): 9.49

Positions of all 39 atoms, in Å:
O (-3.76119, -2.80192, -7.78288)
O (-6.17429, -6.51155, -9.68725)
O (-5.51698, -0.74657, -10.04427)
O (-5.30709, -5.24978, -13.87604)
O (-2.94308, -4.07588, -13.09802)
O (-7.41900, -2.23049, -11.26236)
O (-2.60922, -0.52892, -9.82938)
O (-6.71504, -3.95091, -9.45514)
O (-1.79947, -4.63129, -7.76974)
O (-3.97987, -3.88167, -10.60626)
O (-0.91593, -2.87416, -10.20817)
O (-4.02848, -1.38217, -12.68694)
O (-4.16341, -6.84733, -11.66574)
H (-2.25038, -1.41606, -9.85045)
H (-4.84842, -4.27189, -10.70409)
H (-1.63909, -3.46368, -9.99432)
H (-4.25032, -1.15242, -11.78459)
H (-6.36035, -3.85851, -8.57090)
H (-0.41842, -3.33889, -10.88103)
H (-6.04522, -6.54511, -8.73939)
H (-4.58420, -0.60763, -9.88043)
H (-1.75123, -4.96151, -6.87260)
H (-5.90421, -4.69661, -13.37240)
H (-4.09124, -3.21504, -9.92843)
H (-4.44553, -4.85352, -13.74591)
H (-6.61848, -4.88172, -9.65639)
H (-5.31717, -6.72850, -10.05400)
H (-6.78454, -1.70822, -10.77153)
H (-2.46067, -3.93999, -7.73580)
H (-4.65338, -6.67070, -12.46884)
H (-5.95257, -0.38661, -9.27166)
H (-4.50864, -3.21420, -7.34976)
H (-2.29317, -0.12297, -10.63657)
H (-7.42847, -3.07759, -10.81677)
H (-3.31554, -3.32380, -13.55832)
H (-3.17615, -0.97290, -12.83618)
H (-3.25195, -6.66749, -11.89624)
H (-3.95453, -1.86486, -7.75489)
H (-3.03961, -3.86125, -12.17019)

=====

Model B:
H26O13 | ωB97M-V with the def2-TZVPD basis set

Output
Multiplicity: 1
LUMO energy (eV): -0.23
Frontier orbital gap (eV): 8.48

Positions of all 39 atoms, in Å:
O (-4.72488, 0.50313, 0.28374)
O (-3.77638, 3.03637, 0.04216)
O (0.68781, 4.20671, 0.14299)
O (1.14825, 1.29045, 3.56529)
O (3.72467, 0.51227, 1.46311)
O (2.22990, -0.67742, -1.42586)
O (1.03647, -5.84526, -1.06271)
O (-0.11252, -1.22624, -0.37825)
O (1.78303, 3.52129, -1.10901)
O (0.73306, -2.43500, 2.42339)
O (-1.96939, -1.92660, -2.28091)
O (-0.71055, 3.16818, -1.71651)
O (-0.35262, -4.34616, 0.04960)
H (3.28626, 1.36739, 1.38859)
H (1.81040, 2.56565, -1.23141)
H (1.43006, 4.56361, 0.64368)
H (0.90447, -3.10223, 1.74929)
H (2.06250, 1.39656, 3.85143)
H (2.00477, 3.87541, -1.97759)
H (0.68979, 0.98144, 4.35480)
H (0.17812, 3.01697, -2.05768)
H (-3.77033, 0.52957, 0.15288)
H (0.96549, -1.60356, 1.99483)
H (-0.89434, -1.31236, -0.93532)
H (-3.04874, 3.30190, -0.53145)
H (-0.84141, 4.11793, -1.81580)
H (0.29540, 3.55665, 0.73666)
H (-0.93953, -3.58801, 0.14824)
H (1.33090, -6.36672, -1.81794)
H (-4.89227, 1.19796, 0.93041)
H (4.45796, 0.67650, 2.06669)
H (0.50421, -3.95450, -0.15399)
H (2.81776, -0.52747, -0.67691)
H (-2.02490, -2.46233, -3.08022)
H (-2.69199, -2.25003, -1.73116)
H (-3.53235, 2.15149, 0.33614)
H (-0.23754, -0.38363, 0.07271)
H (1.44270, -1.06938, -1.03131)
H (1.11777, -4.93263, -1.36186)

=====

Model C:
H26O13 | ωB97M-V with the def2-TZVPD basis set

Output
Multiplicity: 1
LUMO energy (eV): -0.43
Frontier orbital gap (eV): 9.14

Positions of all 39 atoms, in Å:
O (-0.26644, 0.43996, -0.01046)
O (-0.84440, -3.30173, -2.23240)
O (-1.82239, 1.76992, -2.55863)
O (1.41164, 1.07079, -2.10252)
O (-2.68653, -1.32453, -1.06542)
O (1.35901, -0.94012, -2.42247)
O (5.44726, 0.99213, 1.10478)
O (2.67964, -4.18745, 0.12091)
O (-2.08596, 3.14511, 0.47160)
O (-0.22506, -3.42576, 3.69721)
O (3.06210, 4.78999, 1.31252)
O (-4.96996, 1.39811, 2.03092)
O (-1.31436, -0.83658, 1.95288)
H (2.16997, 4.57502, 1.01775)
H (6.26553, 0.68584, 0.69783)
H (2.45622, -3.74539, 0.94775)
H (-5.30348, 2.20770, 1.62803)
H (0.53050, -0.09724, -0.08322)
H (3.30150, 5.56394, 0.79032)
H (0.89911, 1.87380, -1.95594)
H (2.21098, -1.15778, -2.02780)
H (-4.15864, 1.21144, 1.54522)
H (4.75687, 0.67040, 0.51414)
H (0.05415, -2.67772, 4.23708)
H (-0.67990, -3.62210, -1.33837)
H (-2.04995, 2.01513, -3.46255)
H (-2.54467, 1.19436, -2.28288)
H (-1.72322, 4.03807, 0.47727)
H (-1.09898, -2.38045, -2.10825)
H (2.09241, -4.95138, 0.09729)
H (-1.52043, 2.66616, -0.14466)
H (-3.52408, -1.27903, -1.54022)
H (-1.19656, -1.29264, 2.79379)
H (0.72351, -1.44286, -1.90058)
H (0.20942, -3.27836, 2.84957)
H (-0.15213, 0.91801, 0.81863)
H (-1.60041, -1.53028, 1.34794)
H (2.18727, 1.18193, -1.54123)
H (-2.04953, -0.93645, -1.67585)

=====

Model D:
H26O13 | ωB97M-V with the def2-TZVPD basis set

Output
Multiplicity: 1
LUMO energy (eV): -0.35
Frontier orbital gap (eV): 8.01

Positions of all 39 atoms, in Å:
O (-0.48072, -3.55765, 1.38114)
O (0.25809, 5.00253, 1.36967)
O (4.56445, 1.60688, -1.19652)
O (1.43151, 0.63994, -1.08245)
O (-3.77722, 1.96784, 2.34527)
O (-2.80085, -2.87129, -1.18221)
O (-4.80429, -0.98436, -0.94973)
O (-1.63312, 2.20322, -1.78276)
O (3.22603, -1.42069, -3.70262)
O (0.09500, 0.53689, -0.04195)
O (-3.49965, 0.27134, -1.48092)
O (4.32680, -0.38961, 1.51660)
O (2.23058, -2.77310, 2.87591)
H (-1.27479, 1.33849, -1.55290)
H (-2.85106, 2.20300, 2.47146)
H (-3.84834, 1.15701, -1.63252)
H (0.37465, 4.06614, 1.17323)
H (-3.35843, -2.44028, -0.52470)
H (-1.48252, 2.73663, -0.99422)
H (4.93580, 2.49555, -1.15990)
H (-0.44237, 0.72978, 0.73459)
H (4.25999, 0.24219, 2.24142)
H (-2.69952, 0.41957, -0.96438)
H (-4.26093, 2.72787, 2.68786)
H (-4.09295, -1.01819, -0.30023)
H (4.17580, -1.57572, -3.75646)
H (-1.12942, -4.13414, 0.96181)
H (3.43602, -0.74869, 1.43565)
H (-0.36198, -3.93766, 2.25891)
H (0.79789, -0.03044, 0.29431)
H (2.93776, -2.44528, 3.44285)
H (2.94061, -1.96832, -2.96261)
H (-4.85961, -1.88662, -1.28416)
H (0.81090, 5.44930, 0.71869)
H (3.71184, 1.72666, -1.62976)
H (-1.90485, -2.62086, -0.93032)
H (1.53059, -3.01759, 3.49173)
H (1.23111, -0.14458, -1.60530)
H (2.28724, 0.44421, -0.68446)

=====

It is model A that is the most stable of them.

=====

Model A:
H26O13 | ωB97M-V with the def2-TZVPD basis set

Output
Multiplicity: 1
LUMO energy (eV): -0.12
Frontier orbital gap (eV): 9.83

Positions of all 39 atoms, in Å:
O (-1.14915, -3.02403, -0.32572)
O (3.30685, 0.87897, 0.39828)
O (-1.36015, 2.87697, 0.02228)
O (-0.39915, 1.38597, 2.46928)
O (0.20585, -1.36003, 3.76028)
O (3.43985, 0.98997, -2.63072)
O (-2.94715, 0.73597, 0.77528)
O (1.01685, -0.32703, -2.47272)
O (-1.38515, -0.06003, -3.75072)
O (1.52785, -2.23903, 0.66928)
O (-0.06215, 0.19997, -0.05072)
O (2.15585, 0.75897, 2.79128)
O (-2.47215, -0.88303, -1.30272)
H (-3.64115, 1.16897, 1.25628)
H (-1.48415, -2.29903, -0.88372)
H (3.71085, 1.57497, -1.94072)
H (2.75585, 0.79897, 1.17528)
H (1.20385, 0.85397, 2.67128)
H (-2.34615, -0.31403, -0.53072)
H (2.47385, 0.86997, -2.44272)
H (-3.33515, -0.57103, -1.60872)
H (0.74185, -2.78103, 0.45728)
H (1.52385, -1.12503, -2.40372)
H (0.25685, 0.03497, -0.91972)
H (-0.63715, 3.41797, -0.26372)
H (-2.39915, 1.39897, 0.42228)
H (0.42585, -0.33603, -3.18172)
H (1.99985, -2.19203, -0.19872)
H (2.19785, -0.02703, 3.38728)
H (0.70285, -2.14903, 3.91628)
H (3.10985, 1.68797, -0.07272)
H (-1.22815, 1.33697, 3.02428)
H (-1.62215, -3.79503, -0.64272)
H (-0.41715, -1.53203, 3.05228)
H (-1.84815, 3.33597, 0.67828)
H (0.30385, -0.57803, 0.44628)
H (-0.53915, 1.01897, 1.61828)
H (-1.91915, -0.18303, -2.92772)
H (-1.86815, 0.44997, -4.44072)

=====

Model B:
H26O13 | ωB97M-V with the def2-TZVPD basis set

Output
Multiplicity: 1
LUMO energy (eV): -0.04
Frontier orbital gap (eV): 9.19

Positions of all 39 atoms, in Å:
O (-25.60322, -17.17994, -8.92910)
O (-24.55824, -18.14251, -10.76535)
O (-25.57558, -20.82709, -11.16610)
O (-23.98186, -21.20345, -7.53562)
O (-26.38987, -19.98186, -7.69535)
O (-24.15550, -22.21740, -9.59567)
O (-28.19312, -19.75062, -10.57207)
O (-25.20563, -19.68184, -9.41005)
O (-26.24093, -22.24750, -7.73581)
O (-27.79785, -17.67370, -9.30293)
O (-23.63529, -18.14025, -8.19220)
O (-27.22336, -21.35431, -9.62029)
O (-25.56419, -18.19586, -6.65582)
H (-25.58128, -20.22520, -10.10279)
H (-25.88961, -19.63809, -8.74185)
H (-23.63648, -20.40204, -7.14229)
H (-27.39086, -22.22287, -9.98607)
H (-26.45688, -17.96672, -6.39733)
H (-27.31735, -19.82121, -7.52153)
H (-25.49779, -17.91139, -7.56736)
H (-26.01291, -21.33156, -7.57676)
H (-24.90610, -17.70627, -9.32055)
H (-25.34016, -18.09131, -11.31510)
H (-27.77709, -20.48074, -10.11374)
H (-27.94926, -16.74129, -9.45751)
H (-26.84762, -17.75170, -9.21806)
H (-24.83875, -21.72195, -10.04726)
H (-24.62580, -22.73110, -8.93904)
H (-24.45390, -20.90510, -8.31305)
H (-26.13772, -20.47890, -11.85820)
H (-25.44269, -16.29242, -9.24966)
H (-24.70099, -18.91348, -10.21628)
H (-27.05607, -21.51332, -8.69133)
H (-24.43932, -18.63419, -8.35284)
H (-28.05296, -18.99660, -9.99932)
H (-24.68691, -20.73494, -11.50963)
H (-25.92893, -19.46844, -7.03190)
H (-23.46097, -18.26241, -7.25896)
H (-25.88645, -22.71760, -6.98110)

=====

It is model A that is the most stable of them.

=====

Model A:
H26O13 | ωB97M-V with the def2-TZVPD basis set

Output
Multiplicity: 1
LUMO energy (eV): -0.06
Frontier orbital gap (eV): 8.10

Positions of all 39 atoms, in Å:
O (-1.12894, -1.69769, -1.16035)
O (-0.82011, -5.01316, 0.27552)
O (1.80054, -0.61458, -3.23974)
O (-1.04956, -1.29877, 5.11400)
O (-2.35878, 2.74380, -0.75522)
O (0.70511, -0.62703, 0.26151)
O (0.12321, 1.93084, -3.97943)
O (3.37879, 2.77804, -1.06697)
O (-4.33730, -0.55820, 0.97632)
O (4.49947, -3.69809, 1.98445)
O (-0.77664, 3.88166, 2.00575)
O (-0.83148, 1.06675, 1.52647)
O (0.63061, 0.80582, -1.06076)
H (3.47319, 3.05928, -1.98402)
H (-2.11280, 3.62436, -1.06036)
H (-0.48428, -4.22662, -0.16895)
H (-0.26747, 0.60778, -1.34923)
H (1.42296, -0.06471, 0.57373)
H (5.31462, -3.92168, 1.52126)
H (0.98791, 1.35573, -1.76711)
H (-2.49163, 2.24265, -1.56774)
H (-1.15346, -1.24915, -2.01311)
H (2.39984, -0.70620, -3.98903)
H (-1.12728, 0.52660, 2.26790)
H (-0.56016, 4.79951, 2.20493)
H (0.27856, 2.17289, -3.05950)
H (-0.93605, 3.48548, 2.86982)
H (-3.53482, -0.29858, 1.44282)
H (4.14109, 2.20761, -0.91696)
H (0.21131, 0.97107, -3.98747)
H (-1.71102, -5.11915, -0.07666)
H (3.81565, -3.78451, 1.31072)
H (-0.31763, -1.46005, 5.72001)
H (-4.28613, -1.51996, 0.93902)
H (0.93251, -0.50928, -3.64523)
H (-0.94920, 1.97244, 1.83446)
H (-0.07456, -0.28420, 0.71271)
H (-0.75300, -1.68206, 4.28085)
H (-2.05308, -1.89864, -0.97442)

=====

Model B:
H26O13 | ωB97M-V with the def2-TZVPD basis set

Output
Multiplicity: 1
LUMO energy (eV): 0.24
Frontier orbital gap (eV): 11.30

Positions of all 39 atoms, in Å:
O (11.56362, 8.93401, 6.12666)
O (9.90858, 5.17735, 6.55831)
O (10.14860, 7.20690, 4.44230)
O (11.14032, 8.31764, 9.08125)
O (6.05277, 7.24761, 8.23121)
O (8.07835, 4.49992, 3.80316)
O (8.41135, 8.22084, 9.95985)
O (7.38952, 3.63831, 9.41495)
O (8.40533, 6.04005, 8.45847)
O (8.11120, 9.58467, 7.59332)
O (5.66542, 5.64250, 5.07632)
O (7.48693, 7.73165, 5.37426)
O (4.80767, 5.14980, 9.83946)
H (7.89292, 3.56793, 3.54813)
H (9.19350, 6.01422, 7.88697)
H (11.12031, 7.35901, 9.27979)
H (11.87073, 9.79607, 5.83019)
H (11.03129, 8.40072, 8.13605)
H (9.24557, 8.67835, 10.08941)
H (8.60943, 7.33422, 9.60722)
H (6.89603, 6.81512, 7.95600)
H (5.35167, 5.00931, 5.73351)
H (9.21232, 7.44489, 4.49192)
H (6.03928, 6.44547, 5.49843)
H (6.51195, 3.89358, 9.66662)
H (11.25523, 8.50134, 5.26585)
H (10.40026, 5.63833, 5.88141)
H (8.42038, 5.27830, 9.03975)
H (7.57142, 2.95453, 10.03890)
H (6.98386, 8.19487, 4.68110)
H (8.04693, 9.15737, 8.46292)
H (7.30817, 4.99893, 4.06675)
H (4.40160, 5.39715, 10.68836)
H (5.11298, 6.03914, 9.52043)
H (9.03826, 9.47856, 7.40214)
H (6.36230, 7.95458, 8.83158)
H (9.13006, 4.67194, 6.14910)
H (7.62208, 8.27283, 6.17626)
H (10.36149, 6.43817, 3.89510)

=====

Model C:
H26O13 | ωB97M-V with the def2-TZVPD basis set

Output
Multiplicity: 1
LUMO energy (eV): -0.28
Frontier orbital gap (eV): 9.94

Positions of all 39 atoms, in Å:
O (-1.83053, 0.70124, 3.93022)
O (-2.13930, -1.27341, 1.48489)
O (3.33930, 1.82179, -1.09729)
O (-1.68512, 0.93096, -2.57375)
O (0.15699, -3.10924, 2.33901)
O (0.69137, -0.66905, 0.92021)
O (0.83573, 2.56213, -1.99109)
O (3.20522, -1.92963, -2.06761)
O (-2.48387, -3.06468, -0.69575)
O (2.53547, 1.16677, 2.29515)
O (-1.32053, 2.59804, -0.06850)
O (0.54772, -0.87391, -2.90951)
O (-3.52793, 0.73400, 0.26773)
H (-2.50818, -2.67200, -1.57458)
H (3.96440, 2.38317, -1.57696)
H (1.00056, -3.37738, 2.71951)
H (0.86981, 2.50231, -2.95305)
H (-2.32051, -2.30461, -0.09471)
H (0.38758, -2.46876, 1.63445)
H (1.73262, 2.30072, -1.68005)
H (0.72883, -1.59216, -3.52644)
H (0.97694, -1.15441, -2.09162)
H (-1.39115, 3.02451, 0.79768)
H (1.90033, 0.43123, 2.23243)
H (3.84541, 1.44903, -0.36671)
H (-0.59968, 3.07277, -0.52608)
H (-2.73378, 1.24201, -0.02289)
H (3.84302, -2.58861, -1.76537)
H (-4.26870, 1.12953, -0.20045)
H (-0.92959, 0.32071, -2.70844)
H (-0.24346, -0.47076, 1.13632)
H (0.86803, -0.16087, 0.10827)
H (3.20038, -1.25244, -1.37892)
H (-1.39778, 1.59675, -1.92650)
H (-2.65418, -1.65910, 2.20155)
H (-2.59847, -0.41394, 1.27804)
H (-2.38266, -0.08690, 3.93584)
H (-0.93456, 0.36520, 3.80386)
H (3.32028, 0.78899, 2.71111)

=====

It is model B that is the most stable of them.

=====

Model A:
C3H2Cl2N2O | ωB97M-V with the def2-TZVPD basis set

Output
Multiplicity: 1
SMILES: ClCc1onnc1Cl
LUMO energy (eV): 0.13
Frontier orbital gap (eV): 10.42

Positions of all 10 atoms, in Å:
Cl (-2.22959, -0.77858, -0.85230)
Cl (1.90154, -1.91098, -0.37708)
O (-0.03967, 1.46092, -0.20931)
N (1.21971, 1.86197, -0.59417)
N (1.97753, 0.84508, -0.72771)
C (-1.22179, -0.41052, 0.59773)
C (0.03401, 0.11908, 0.06394)
C (1.25163, -0.30065, -0.29846)
H (-1.13311, -1.26605, 1.24992)
H (-1.76024, 0.37975, 1.14744)

=====

Model B:
C3H2Cl2N2O | ωB97M-V with the def2-TZVPD basis set

Output
Multiplicity: 1
LUMO energy (spin up / spin down) (eV): -1.09 / -0.53
Frontier orbital gap (spin up / spin down) (eV): 7.35 / 8.55

Positions of all 10 atoms, in Å:
Cl (-0.99274, 2.25212, -1.52477)
Cl (-2.94894, 0.44084, -0.43625)
O (-2.50758, 0.13299, 4.04202)
N (-0.59471, -0.58040, 1.16625)
N (-1.42589, 0.03891, 1.96230)
C (-1.93074, -0.06018, 3.04970)
C (-1.32284, 0.70676, -0.87224)
C (-0.26440, 0.00940, -0.06621)
H (0.14812, -0.82321, -0.65260)
H (0.56255, 0.72219, 0.05140)

=====

It is model A that is the most stable of them.